123
Properties=species:S:1:pos:R:3 method="wB97M-V/def2-TZVPD" spin_multiplicity=1 largest_force_ev_per_a=6.06 smiles="CCCCNC1=C([PH2]=N)C(=O)OC1=O.CCCC#N.CCCC#N.CCCC#N.CCCC#N.CCCC#N.CCCC#N.CCCC#N.CCCC#N" lumo_ev=-0.8718 homo_energy_ha=-0.293
H 4.59673 -3.96570 4.09083
H 7.88533 -5.76321 -0.71522
C 6.44954 -2.39917 7.98090
H 2.97591 -3.30116 6.61607
H -2.98311 6.68713 3.15491
H 4.07608 -5.43272 -0.40199
C -5.19091 5.33669 2.27558
H -9.86970 2.90854 -9.03167
H -3.60998 4.39988 5.09739
H 5.91044 -2.58050 10.03055
C 6.22621 -3.23200 9.21168
N 1.67516 -5.30067 3.93621
C 7.51758 -3.96220 9.58779
H -5.41975 7.19831 3.27982
C -6.46339 5.38240 -4.34388
H 4.53922 -2.60975 6.19265
H -1.66611 -1.98917 -1.94222
C 0.09095 1.30053 1.66791
C 7.59721 -7.32844 -2.93688
N -0.32259 3.29243 0.09661
H 2.36427 -7.02868 0.48220
H -10.42815 5.32123 -9.15354
H -5.98095 6.83266 -2.83819
H 8.91149 -5.42500 8.81639
H -0.00843 2.22390 -1.84055
H 8.46243 -4.08683 -3.21551
H -2.77828 1.90925 -4.80308
H 0.25721 -2.27801 -0.36949
H -9.72254 3.64256 -7.43893
C -9.09025 6.21825 -6.94544
H 0.32758 4.09776 0.22507
C -5.05860 6.19136 3.50509
H -8.64395 7.03636 -8.85780
C 7.84023 -4.39813 -2.37083
H 1.94317 -2.24448 4.59814
N -1.13521 2.52766 3.88868
H -7.27817 4.93691 -3.76854
H 0.00302 -4.01824 -0.35966
H -6.72952 5.33448 -5.40414
N 6.62547 -1.74322 7.01115
N 6.59945 -7.80189 -3.37750
H -0.98642 2.04225 -4.25157
H -2.24374 -3.71104 0.69675
C 2.67280 -4.83304 4.36982
H -2.89029 3.15252 -0.91137
C 8.52993 -5.48762 -1.55634
H 4.94857 -6.78555 -1.14757
H 5.42211 -3.94775 9.01862
H -0.22719 2.97010 3.62853
H 7.24753 -5.65832 8.25734
H -5.57656 4.76323 -4.18294
N -2.80104 6.21299 -4.37204
H 9.45491 -5.08418 -1.13390
H 9.52760 -6.47560 -3.21291
H -7.51170 5.79198 -8.30853
N 1.52346 -4.60532 -2.01917
C 2.22687 -7.17481 -1.67131
H -5.68551 5.77616 4.29902
C -0.60421 3.09717 -1.36544
C 8.86086 -6.73138 -2.38484
H -8.26533 3.28947 -8.38636
C -5.12567 7.51886 -4.70200
H 8.25217 -4.36507 7.57573
C -0.50939 -3.05708 -0.43477
N -9.50198 6.33280 -5.84152
C -2.42353 3.52382 -3.16627
H 3.52262 -1.58349 4.13739
C 4.28144 -6.50398 -0.32667
C 1.29283 0.25558 1.71958
H 4.45161 -4.99028 5.52661
C -1.95701 2.62362 -4.41673
H 2.72244 -1.04396 5.62193
C 0.48597 2.13339 0.58506
H 3.24956 -8.38240 -0.21274
C -3.59442 6.24362 3.94780
N -5.29509 4.66360 1.30717
O 2.42213 0.62000 0.90801
C 2.91000 -1.91038 4.98288
N -2.70844 -0.52825 0.63127
H -1.95968 -3.73865 -1.90146
C -8.56801 6.07285 -8.34721
H -3.03290 4.20180 3.43317
H 8.30525 -3.23382 9.80568
C -6.23111 6.82333 -3.90405
C -1.19335 -2.96428 -1.79420
H 4.81271 -6.66625 0.61469
H -0.95375 -3.00739 1.68360
H -2.64720 1.61055 2.15663
H 2.83995 -7.49689 -2.51773
H 7.34864 -4.53667 10.50328
C 2.99885 -7.32762 -0.35856
H 1.32529 -7.79256 -1.65142
C -2.17225 -1.58414 0.67683
C -3.82507 6.78857 -4.51853
H -3.54516 3.72037 -3.29647
H -1.75359 3.36051 -5.28984
H 7.64988 -3.52115 -1.74747
C -3.03045 4.86979 4.29653
H -5.37624 7.54175 -5.76626
H -1.99591 4.95837 4.63318
C -9.37888 5.01390 -9.09775
C 1.83284 -5.73805 -1.86755
H -1.85575 4.52604 -3.23413
O 2.42920 2.05442 -1.05047
H -2.26890 1.70616 -1.87860
H -9.00932 4.94369 -10.12501
H -0.21503 4.04246 -1.91206
C -2.15139 2.85113 -1.72758
C 3.61163 -3.00967 5.77286
C 8.00605 -4.90552 8.49352
C -1.48848 -2.92101 0.73380
H -0.46316 -3.09542 -2.59525
O 1.12077 -0.77738 2.41096
H -1.51769 0.13108 3.61915
H -7.16260 7.38502 -4.02073
C 1.91779 1.62092 0.01727
H -3.50925 6.89585 4.82242
H 9.36433 -7.47516 -1.76185
H 6.87567 -4.73498 -2.75959
C -9.30140 3.63647 -8.44763
C 3.93900 -4.23835 4.92074
P -1.40127 1.33076 2.81409
H -5.00687 8.55012 -4.35962

***

29
Properties=species:S:1:pos:R:3 method="wB97M-V/def2-TZVPD" de_lowest_kj_mol=126.2 spin_multiplicity=1 largest_force_ev_per_a=5.22 smiles=NNc1nc(NCc2ccco2)c2ncnc-2[nH]1 lumo_ev=0.3240 homo_energy_ha=-0.300
H -0.25867 -2.74824 2.29706
N -0.02902 -0.65371 3.76308
H 1.60253 2.48206 -1.84815
C -2.20439 3.14956 -1.72215
H 1.58618 1.76652 0.46324
H -0.69269 -3.66927 0.01747
H 0.93263 -3.03547 -2.13164
C 0.73385 0.25496 1.75637
O -0.86756 3.26553 -1.58186
C 0.23866 -0.85580 2.50714
C 0.54981 -2.15889 0.46951
H -3.52080 1.22167 -1.86332
N 0.25182 -3.34433 -0.23032
N 0.99433 -1.17660 -0.18062
C 1.11942 1.54900 -1.60081
H -2.92840 4.01051 -1.84759
H -1.18472 -0.05357 -1.60576
N 0.12234 -1.96098 1.79411
N 1.55953 1.08091 -0.25117
C -1.33370 1.03026 -1.66021
C -0.33611 1.95058 -1.62847
H 1.37643 0.79394 -2.38175
N 0.82806 -3.83198 -1.44098
H 1.80092 -4.07590 -1.20376
N 0.80156 1.31069 2.72443
C -2.57054 1.77942 -1.74642
H 0.09366 1.15741 4.82966
C 1.03206 0.00750 0.43401
C 0.30281 0.75420 3.86890